(1)
The following is a quantum chemistry calculation of C40H47N7O3RuS2SbSe as an isolated structure at a distorted geometry, from the Open Molecules 2025 dataset.

Last column: Mulliken charge in e.
Cartesian coordinates (Å):
Ru 1.1554 -0.0108 -1.0881  2.58
N 5.7102 -0.0610 0.0717  -0.43
C 4.3568 0.0651 0.1169  0.14
O 3.6546 -0.8566 0.5071  -0.40
C 3.7966 1.3934 -0.3515  -0.18
C 2.8904 1.1863 -1.5725  -1.87
H 6.1124 -0.9621 0.2663  0.25
H 6.2747 0.6255 -0.3932  0.20
H 4.6263 2.0683 -0.5843  0.86
H 3.2164 1.8411 0.4552  -0.36
H 3.4558 0.6894 -2.3563  0.62
H 2.5627 2.1653 -1.9179  0.74
C -4.7129 1.4743 -0.8760  -1.36
C -3.5724 2.4520 -0.8719  0.75
C -3.8035 3.8182 -0.8046  -0.93
C -2.6869 4.6308 -0.7859  -0.48
N -1.4514 4.1565 -0.8571  -0.51
C -1.3205 2.8201 -0.9344  0.22
S 0.3714 2.3594 -1.0690  -0.59
N -2.3361 1.9497 -0.9237  0.23
H -5.6475 1.9676 -1.1430  0.45
H -4.8257 1.0327 0.1179  0.20
H -4.5129 0.6638 -1.5752  0.17
H -4.8053 4.2257 -0.7694  0.46
H -2.7818 5.7123 -0.7184  0.46
C 3.3115 1.4587 3.2836  -0.95
C 2.6598 0.4346 4.1778  0.70
C 3.1043 0.2786 5.4888  -0.67
C 2.5303 -0.6572 6.3378  -0.84
C 1.4948 -1.4570 5.8773  -1.07
C 1.0373 -1.3076 4.5741  -0.44
C 1.6083 -0.3689 3.7179  1.21
Sb 0.7374 -0.0321 1.7641  -0.42
C -0.4386 1.5889 2.5894  0.78
C 0.0122 2.8434 2.1675  -0.81
C -0.6195 4.0149 2.5555  -1.03
C -1.7232 3.9443 3.3924  -0.76
C -2.1403 2.7123 3.8679  -0.67
C -1.5012 1.5243 3.5060  1.08
C -1.9679 0.2614 4.1876  -1.50
C -0.4850 -1.7966 1.7818  1.79
C -1.8603 -1.6786 1.6003  -0.76
C -2.6729 -2.8013 1.5223  -0.70
C -2.0988 -4.0596 1.5861  -1.05
C -0.7228 -4.1855 1.7262  -0.79
C 0.1076 -3.0703 1.8322  0.20
C 1.5946 -3.2743 1.9986  -1.18
H 4.2175 1.8581 3.7380  0.51
H 2.6303 2.2936 3.0940  0.26
H 3.5761 1.0086 2.3270  -0.28
H 3.9161 0.9018 5.8486  0.42
H 2.8931 -0.7607 7.3532  0.39
H 1.0431 -2.1970 6.5269  0.46
H 0.2266 -1.9384 4.2288  0.37
H 0.8614 2.9143 1.5037  0.57
H -0.2692 4.9664 2.1729  0.44
H -2.2456 4.8462 3.6895  0.40
H -2.9850 2.6580 4.5483  0.44
H -3.0587 0.2023 4.1976  0.52
H -1.6297 0.2657 5.2278  0.44
H -1.5779 -0.6337 3.7233  -0.16
H -2.3048 -0.6914 1.5265  0.66
H -3.7428 -2.6909 1.3911  0.45
H -2.7186 -4.9458 1.5162  0.39
H -0.2770 -5.1751 1.7469  0.43
H 1.8601 -4.3092 1.7761  0.44
H 1.9105 -3.0600 3.0197  0.31
H 2.1602 -2.6219 1.3320  -0.08
C 3.0606 -4.3673 -1.3460  -0.83
N 1.7640 -4.1545 -1.9669  0.45
C 1.3227 -5.1082 -2.9697  -0.95
C 1.0240 -3.0882 -1.6722  -0.64
O 1.3735 -2.2351 -0.8473  0.37
H 3.8541 -4.2981 -2.0943  0.33
H 3.0989 -5.3560 -0.8850  0.34
H 3.2191 -3.6022 -0.5898  0.12
H 0.9147 -6.0109 -2.5104  0.32
H 2.1685 -5.3876 -3.5976  0.34
H 0.5581 -4.6535 -3.5981  0.26
H 0.0619 -3.0421 -2.1885  0.14
C -1.3936 -1.3641 -5.3201  -0.89
N -0.9495 -0.0404 -4.9194  0.32
C 0.2331 0.2610 -4.3430  -0.46
Se 1.6002 -0.9188 -3.9194  -0.22
N 0.2480 1.5880 -4.1374  0.24
C -0.9804 2.1451 -4.4724  0.28
C -1.4775 3.4337 -4.3767  -0.71
C -2.7824 3.6331 -4.8010  -0.53
C -3.5568 2.5812 -5.3034  -0.72
C -3.0446 1.2973 -5.4127  -0.60
C -1.7408 1.1055 -4.9838  0.74
H -0.6584 -2.0862 -4.9861  0.08
H -1.4949 -1.4113 -6.4049  0.35
H -2.3442 -1.5961 -4.8468  0.39
H 0.9502 2.0270 -3.5657  0.30
H -0.8816 4.2378 -3.9630  0.37
H -3.2137 4.6249 -4.7393  0.42
H -4.5781 2.7741 -5.6066  0.40
H -3.6361 0.4799 -5.8065  0.46
O -2.2166 -2.4280 -2.4128  -0.64
S -1.9701 -1.2071 -1.6232  0.07
N -0.7123 -0.5032 -1.7561  -0.59

## Properties
Total charge: 0
Multiplicity: 2
Calculated total energy (eV): -154951.7600
HOMO-LUMO gap (alpha / beta) (eV): 6.754 / 7.163

---

(2)
The following is a quantum chemistry calculation of C21H27AlBr4F3MgN4O13PS3 as an isolated structure at a distorted geometry, from the Open Molecules 2025 dataset.

Last column: Mulliken charge in e.
Cartesian coordinates (Å):
O 1.6016 -3.6465 -2.6773  -0.49
C 1.5965 -3.4190 -1.3604  0.10
C 0.8649 -2.1598 -0.5985  -0.31
N -0.6098 -2.0035 -0.8982  0.73
C -0.9101 -0.7055 -1.6518  -0.50
N -2.4082 -0.8593 -1.7962  -0.50
C -2.8872 -2.1611 -1.1924  0.45
N -4.1538 -2.6525 -1.1686  0.04
P -5.4006 -1.5575 -1.9201  0.07
S -6.5120 -0.8136 -0.5061  -0.08
S -4.7651 -4.1433 -0.5438  1.12
O -4.0760 -5.2988 -1.3697  -0.49
O -6.3022 -4.2971 -0.8656  -0.44
F -4.5388 -4.3914 1.1440  -0.21
N -1.6982 -2.8427 -0.6044  -0.32
S -1.3729 -4.2866 0.2764  -0.15
H 2.1310 -4.2168 -0.6537  0.31
H 1.0833 -2.1940 0.5694  0.33
H 1.3988 -1.1605 -0.9748  0.39
H -0.2017 0.1483 -2.0241  0.66
H -4.8270 -0.5892 -2.8199  0.18
H -6.2318 -2.4344 -2.7501  0.17
H -1.1218 -5.3564 -0.6215  0.25
F -7.0120 -6.0207 0.6460  -0.37
F -6.9120 1.3418 1.0210  -0.61
C 0.4240 3.8162 -0.9714  -0.87
C -0.1022 5.0113 -1.2463  0.15
C -1.4744 5.3745 -0.7959  0.20
O -1.9238 6.4871 -1.0471  -0.52
C -2.2483 4.3630 -0.0593  -1.05
C -1.7232 3.1668 0.2125  0.70
C -0.3412 2.8139 -0.2140  1.21
O 0.1208 1.7130 0.0665  -0.02
O -2.4459 2.2105 0.9019  -0.52
O 0.6100 5.9576 -1.9600  -0.49
H 1.4210 3.5398 -1.2907  0.52
H -3.2508 4.6336 0.2466  1.15
H -1.8490 1.4340 0.9739  0.25
H 0.0153 6.7361 -2.0267  0.37
C -2.4683 6.5433 3.5927  -0.98
C -3.9772 6.4142 3.5677  0.02
O -4.3485 5.1782 2.9753  -0.49
H -2.0604 6.4864 2.5782  0.20
H -2.1656 7.4932 4.0425  0.29
H -2.0187 5.7239 4.1630  0.35
H -4.4210 7.2222 2.9786  0.23
H -4.3916 6.4570 4.5796  0.25
H -3.9565 4.4670 3.5106  0.32
Mg -3.3120 3.4831 2.2230  0.95
C -4.7683 10.2438 5.6633  -0.29
Br -6.6388 10.6636 5.3322  0.04
Br -4.5615 8.5564 6.6089  -0.03
Br -3.7155 10.2911 4.0282  -0.06
H -4.3759 11.0280 6.3190  0.37
Br 0.8880 -0.4601 -2.9597  -0.23
C 7.6796 -2.9249 -2.2335  -0.79
C 6.7746 -3.6741 -1.6008  0.18
C 5.3152 -3.4737 -1.8193  1.09
O 4.5078 -4.1902 -1.2381  -0.52
C 4.8964 -2.4019 -2.7361  -0.70
C 5.8016 -1.6506 -3.3661  0.22
C 7.2607 -1.8694 -3.1686  0.77
O 8.0689 -1.1747 -3.7757  -0.58
O 5.4149 -0.6399 -4.2270  -0.57
O 7.1607 -4.6664 -0.7185  -0.55
H 8.7435 -3.0613 -2.0858  0.44
H 3.8326 -2.2553 -2.8722  0.41
H 6.2510 -0.2443 -4.5571  0.35
H 6.3247 -5.0658 -0.3930  0.30
C 6.0040 -8.3153 1.1488  -0.98
C 4.7288 -7.7359 0.5114  -0.05
O 4.8395 -6.4182 0.5562  -0.30
H 6.1167 -8.0054 2.1954  0.32
H 5.9604 -9.4107 1.1355  0.36
H 6.9075 -8.0176 0.6018  0.32
H 3.8951 -8.2106 1.0521  0.31
H 4.6522 -8.2223 -0.4736  0.27
Al 1.1880 0.2996 -0.5889  -0.63

## Properties
Total charge: +2
Multiplicity: 1
Calculated total energy (eV): -396903.3917
HOMO-LUMO gap (eV): 1.193

---

(3)
The following is a quantum chemistry calculation of C36H90N7O15Rb as an isolated structure at a distorted geometry, from the Open Molecules 2025 dataset.

Last column: Mulliken charge in e.
Cartesian coordinates (Å):
Rb 0.1635 -1.2263 -0.0008  -0.63
N -2.7649 -3.1311 1.6159  0.84
O -3.2923 -2.2881 0.9013  -0.71
O -3.3118 -4.2048 1.7615  -0.71
O -1.7279 -2.7806 2.2769  0.01
C 6.1852 5.9922 -5.0833  -0.75
O 6.4850 4.6020 -5.2414  -0.34
C 5.3505 3.8333 -4.8385  -0.73
C 5.6180 2.3399 -5.0432  -0.45
N 6.6435 2.0195 -4.0102  -0.28
C 6.9439 0.6048 -3.9110  -1.12
C 5.7904 -0.2704 -3.4709  0.09
O 5.5838 -0.1809 -2.0614  -0.36
C 4.9828 -1.3308 -1.4109  -0.90
H 5.2742 6.1888 -5.6485  0.32
H 7.0487 6.5119 -5.4985  0.26
H 6.0584 6.3728 -4.0698  0.29
H 4.5191 4.0358 -5.5137  0.50
H 5.0696 4.0724 -3.8129  0.33
H 6.0847 2.1390 -6.0075  0.32
H 4.6308 1.9086 -4.8772  0.28
H 7.4887 2.4944 -4.2933  0.25
H 7.7335 0.4724 -3.1713  0.33
H 7.3731 0.2498 -4.8480  0.43
H 5.9768 -1.3149 -3.7205  0.47
H 4.8201 -0.1423 -3.9506  0.01
H 5.6559 -2.1572 -1.1823  0.53
H 4.0695 -1.6991 -1.8780  0.27
H 4.7116 -1.0241 -0.4007  0.24
C -1.2384 6.5342 -1.2518  -0.49
O -0.1486 5.7237 -1.7934  -0.34
C 0.7016 5.2198 -0.7765  -0.93
C -0.0107 4.3718 0.3590  -0.67
N -0.4515 3.0191 -0.0140  0.77
C -1.4250 2.9698 -1.0523  -1.09
C -2.2088 1.6219 -1.1930  0.31
O -1.3726 0.7938 -2.0192  -0.18
C -1.9771 -0.3639 -2.5746  -0.76
H -1.8714 6.8222 -2.0911  0.28
H -0.8679 7.4018 -0.7060  0.34
H -1.9055 6.0689 -0.5262  0.07
H 1.3061 5.9861 -0.2912  0.44
H 1.5178 4.6671 -1.2416  0.15
H -0.8505 4.9222 0.7830  0.48
H 0.6473 4.1762 1.2056  0.60
H -0.9049 2.4818 0.7112  -0.57
H -0.9510 3.0982 -2.0254  0.58
H -2.1672 3.7655 -0.9884  0.20
H -3.1929 1.6981 -1.6555  0.34
H -2.3153 1.3063 -0.1551  -0.39
H -2.7668 -0.0227 -3.2439  0.35
H -2.4288 -1.0599 -1.8678  0.36
H -1.3041 -0.9508 -3.1997  0.10
C -4.4169 -0.4664 5.6192  -0.45
O -3.7513 -1.6156 6.1467  -0.46
C -3.0507 -2.4159 5.1531  0.23
C -2.7344 -3.7431 5.9076  -0.62
N -1.7940 -4.4677 5.0198  0.05
C -1.8060 -5.9203 5.1778  -0.81
C -0.9549 -6.6530 4.1761  -0.54
O 0.4729 -6.5537 4.3193  -0.45
C 0.9962 -5.2431 4.2368  -0.42
H -5.3344 -0.7721 5.1165  0.30
H -3.7326 0.0614 4.9548  0.00
H -4.7663 0.1656 6.4357  0.34
H -2.1681 -1.9580 4.7067  -0.18
H -3.7038 -2.4981 4.2842  0.28
H -3.5738 -4.4300 6.0149  0.28
H -2.2278 -3.4766 6.8352  0.23
H -1.8133 -4.2374 4.0366  -0.07
H -2.8258 -6.3038 5.1447  0.56
H -1.4773 -6.1907 6.1812  0.43
H -1.1621 -6.4102 3.1339  0.22
H -1.2810 -7.6864 4.2937  0.35
H 2.0845 -5.2980 4.2085  0.33
H 0.7790 -4.6753 5.1416  0.33
H 0.6989 -4.6413 3.3780  -0.03
C -0.4192 -6.1636 -5.5562  -0.80
O -0.1399 -5.1458 -4.5833  -0.27
C -0.2636 -5.5529 -3.2752  -0.68
C 0.0292 -4.2316 -2.5543  -0.87
N -0.5395 -4.0687 -1.2263  0.33
C -0.0335 -4.9641 -0.1233  -0.73
C 1.4170 -4.7704 0.3814  -0.75
O 1.7526 -3.4697 0.7172  0.28
C 3.1087 -3.2955 1.2836  -0.65
H 0.0984 -7.0858 -5.2922  0.32
H -0.0013 -5.7750 -6.4849  0.24
H -1.4888 -6.2676 -5.7389  0.30
H 0.3929 -6.3612 -2.9531  0.41
H -1.2757 -5.7759 -2.9376  0.34
H -0.4404 -3.5153 -3.2285  0.27
H 1.1053 -4.0864 -2.6490  0.19
H -1.5397 -4.2065 -1.2540  0.34
H -0.0002 -5.9938 -0.4792  0.37
H -0.7163 -4.9499 0.7262  0.13
H 2.0437 -5.2439 -0.3744  0.37
H 1.5808 -5.2707 1.3358  0.54
H 3.2346 -3.8806 2.1945  0.24
H 3.1881 -2.2400 1.5442  0.10
H 3.9290 -3.5419 0.6094  0.27
C -6.0226 2.7045 -1.1995  -0.84
O -5.3632 3.8100 -0.6443  -0.26
C -5.9522 4.3484 0.5255  -0.55
C -4.9156 5.3701 1.1083  -0.92
N -3.6509 4.7378 1.4451  0.13
C -3.7967 4.1587 2.7538  -0.71
C -2.6413 3.1511 2.9431  -0.92
O -2.7280 1.9927 2.0938  0.82
C -3.8829 1.1625 2.2749  -0.74
H -6.0261 1.8240 -0.5570  0.31
H -5.5608 2.3867 -2.1344  0.23
H -7.0434 2.9453 -1.4963  0.36
H -6.0832 3.6116 1.3180  0.25
H -6.9345 4.7709 0.3144  0.56
H -5.3081 6.0148 1.8948  0.48
H -4.7406 5.9771 0.2200  0.33
H -3.4245 4.0738 0.7185  -0.34
H -4.7412 3.6468 2.9381  0.35
H -3.5689 4.8877 3.5315  0.42
H -2.7904 2.8163 3.9696  0.51
H -1.6505 3.6052 2.9599  0.23
H -3.5996 0.1353 2.0454  0.17
H -4.6265 1.4659 1.5379  -0.13
H -4.3992 1.1831 3.2346  0.39
C 0.0770 -0.1610 3.6464  -0.56
O 1.1676 0.1434 2.7406  -0.30
C 1.3489 1.5678 2.4236  0.26
C 2.4379 1.6645 1.3790  -1.26
N 1.9164 1.2996 0.0856  1.79
C 2.8008 1.5206 -1.0592  -1.15
C 2.2724 0.9939 -2.4247  -0.47
O 1.8338 -0.3621 -2.3723  0.98
C 1.4414 -0.9067 -3.5882  -0.52
H 0.0677 0.4827 4.5259  0.42
H 0.0077 -1.1825 4.0203  0.17
H -0.8328 0.0136 3.0720  0.07
H 1.6860 1.9961 3.3676  0.60
H 0.4277 2.1364 2.2966  -0.46
H 3.3127 1.0632 1.6263  0.39
H 2.7863 2.6972 1.3962  0.41
H 1.0698 1.8244 -0.0815  -0.76
H 3.8230 1.2307 -0.8157  0.65
H 2.8859 2.6012 -1.1742  0.12
H 3.0516 1.1889 -3.1615  -0.13
H 1.4644 1.6712 -2.7012  0.47
H 0.5703 -0.3854 -3.9848  0.29
H 1.1223 -1.9340 -3.4122  -0.21
H 2.2546 -0.9961 -4.3085  0.16

## Properties
Total charge: 0
Multiplicity: 1
Calculated total energy (eV): -80577.7231
HOMO-LUMO gap (eV): 7.723